No. 1
2 unconnected molecules or ions with the total composition C2H4Br2O, computed with ωB97M-V/def2-TZVPD.

ORCA input file:
```
! wB97M-V def2-TZVPD RIJCOSX def2/J DEFGRID3
* xyz 0 1
C 0.282 -0.867 -1.216
C 0.424 1.525 1.005
O 0.395 0.764 1.952
Br -0.506 -1.859 0.195
Br -1.440 2.180 0.543
H 1.392 -0.462 -0.974
H -0.401 -0.105 -1.643
H 0.412 -1.486 -2.159
H -0.558 0.310 2.297
*
```

HOMO energy	-0.3454	Ha
Kohn-Sham gap	9.46	eV
LUMO	0.060	eV
energy relative to the best compared isomer or geometry (same formula, charge and spin)	3.216	eV

=====

No. 2
C4H4N2O in the gas phase, computed with ωB97M-V/def2-TZVPD.

ORCA input file:
```
! wB97M-V def2-TZVPD RIJCOSX def2/J DEFGRID3
* xyz 0 1
N -2.614 -0.946 0.194
C -1.580 -0.343 -0.231
C -0.351 0.562 -0.284
O -0.671 1.716 0.186
N 0.985 0.123 -0.414
C 1.303 -1.166 0.124
C 2.124 0.065 0.188
H 0.765 -1.312 1.095
H 1.653 -2.079 -0.574
H 2.245 0.575 1.139
H 3.128 0.135 -0.384
*
```

HOMO energy	-0.3859	Ha
Kohn-Sham gap	9.95	eV
SMILES	N#CC(=O)N1CC1
LUMO	-0.551	eV
energy relative to the best compared isomer or geometry (same formula, charge and spin)	4.511	eV

=====

No. 3
C2H2P2S2 in the gas phase, computed with ωB97M-V/def2-TZVPD.

ORCA input file:
```
! wB97M-V def2-TZVPD RIJCOSX def2/J DEFGRID3
* xyz 0 1
S 1.912 1.259 1.699
C 1.114 0.102 0.903
P -0.057 0.493 -0.414
S -0.509 2.320 -0.903
C -1.263 -0.840 -0.529
P -0.198 -1.356 -1.719
H 1.250 -0.952 1.117
H -2.250 -1.026 -0.154
*
```

HOMO energy	-0.3111	Ha
Kohn-Sham gap	6.92	eV
SMILES	S=C[P@]1(=S)C=P1
LUMO	-1.548	eV
energy relative to the best compared isomer or geometry (same formula, charge and spin)	2.256	eV

=====

No. 4
2 unconnected molecules or ions with the total composition CH4NO, computed with ωB97M-V/def2-TZVPD.

ORCA input file:
```
! wB97M-V def2-TZVPD RIJCOSX def2/J DEFGRID3
* xyz 1 1
C -2.041 0.018 0.005
N 1.513 0.316 0.028
O 0.611 -0.460 0.129
H -2.001 -0.578 -0.885
H -1.931 -0.641 0.811
H 1.430 1.179 -0.464
H 2.418 0.166 0.375
*
```

HOMO energy (alpha / beta)	-0.6120 / -0.5191	Ha
Kohn-Sham gap (alpha / beta)	9.50 / 4.99	eV
LUMO (alpha / beta)	-7.154 / -9.138	eV
energy relative to the best compared isomer or geometry (same formula, charge and spin)	8.409	eV

=====

No. 5
A molecular structure, C19H41KN4O4Sb, computed with ωB97M-V/def2-TZVPD.

ORCA input file:
```
! wB97M-V def2-TZVPD RIJCOSX def2/J DEFGRID3
* xyz 1 1
K 0.043 0.498 -0.141
C -0.732 -1.912 1.740
C -0.394 -2.861 0.615
O -0.072 -2.117 -0.556
C 1.161 -2.462 -1.181
C 2.378 -2.028 -0.394
O 2.422 -0.612 -0.270
C 3.318 -0.194 0.748
C 2.982 1.206 1.217
O 1.676 1.324 1.769
C 1.489 0.704 3.038
C 0.230 -0.130 3.001
O 0.415 -1.119 1.996
H -1.024 -2.470 2.636
H -1.584 -1.274 1.462
H -1.252 -3.507 0.410
H 0.442 -3.497 0.913
H 1.140 -1.981 -2.160
H 1.228 -3.546 -1.319
H 3.278 -2.393 -0.903
H 2.351 -2.472 0.606
H 4.350 -0.201 0.379
H 3.259 -0.894 1.588
H 3.017 1.907 0.383
H 3.739 1.505 1.950
H 1.400 1.473 3.811
H 2.339 0.066 3.288
H -0.644 0.491 2.768
H 0.076 -0.616 3.971
C -4.213 4.897 2.914
C -4.427 5.573 1.564
C -3.327 6.586 1.267
C -4.583 4.552 0.436
N -3.399 3.711 0.256
C -2.277 3.921 -0.444
N -1.477 2.898 -0.277
N -2.145 2.053 0.551
N -3.286 2.533 0.876
H -4.208 5.641 3.710
H -3.255 4.373 2.946
H -4.999 4.172 3.131
H -5.384 6.102 1.590
H -2.340 6.116 1.277
H -3.314 7.366 2.028
H -3.470 7.070 0.298
H -4.771 5.048 -0.516
H -5.405 3.867 0.636
H -2.093 4.794 -1.046
C 0.899 0.999 -5.973
C -0.385 1.581 -5.385
Sb -0.960 0.511 -3.614
C -3.041 1.109 -3.460
C -3.575 1.963 -4.608
C -1.329 -1.395 -4.553
C -2.181 -1.335 -5.818
H 1.213 1.554 -6.859
H 0.763 -0.042 -6.275
H 1.724 1.030 -5.259
H -1.194 1.547 -6.114
H -0.247 2.628 -5.111
H -3.153 1.647 -2.516
H -3.612 0.184 -3.358
H -3.023 2.900 -4.702
H -4.626 2.216 -4.452
H -3.503 1.452 -5.568
H -1.814 -2.012 -3.793
H -0.365 -1.867 -4.755
H -3.167 -0.920 -5.609
H -2.333 -2.329 -6.243
H -1.716 -0.722 -6.591
*
```

HOMO energy	-0.3903	Ha
Kohn-Sham gap	8.83	eV
LUMO	-1.794	eV
energy relative to the best compared isomer or geometry (same formula, charge and spin)	0.000	eV

=====

No. 6
C5H11NO in the gas phase, computed with ωB97M-V/def2-TZVPD.

ORCA input file:
```
! wB97M-V def2-TZVPD RIJCOSX def2/J DEFGRID3
* xyz 0 1
C -1.077 1.902 -0.981
N 0.225 1.765 -0.358
C 0.840 0.527 -0.213
O 2.019 0.385 -0.442
C -0.031 -0.596 0.319
C 0.362 -0.842 1.770
C 0.147 -1.832 -0.558
H -1.908 1.945 -0.274
H -1.079 2.714 -1.695
H -1.320 1.024 -1.584
H 0.899 2.505 -0.484
H -1.067 -0.265 0.359
H -0.077 -1.786 2.108
H -0.014 -0.050 2.410
H 1.439 -0.958 1.864
H 1.214 -2.024 -0.670
H -0.233 -2.722 -0.050
H -0.338 -1.693 -1.521
*
```

HOMO energy	-0.3482	Ha
Kohn-Sham gap	10.40	eV
SMILES	CNC(=O)C(C)C
LUMO	0.926	eV
energy relative to the best compared isomer or geometry (same formula, charge and spin)	0.485	eV

=====

No. 7
C5H8O2 in the gas phase, computed with ωB97M-V/def2-TZVPD.

ORCA input file:
```
! wB97M-V def2-TZVPD RIJCOSX def2/J DEFGRID3
* xyz 0 1
C -1.083 0.751 0.304
O -1.398 0.738 -1.147
C -0.267 0.283 -1.573
C 0.129 -0.951 -0.881
C -0.275 -0.557 0.564
C 1.032 0.029 1.194
O 1.417 1.048 0.384
H -1.961 1.076 0.836
H -0.222 1.455 0.306
H 0.213 0.879 -2.340
H 1.182 -1.191 -1.018
H -0.509 -1.753 -1.287
H -0.794 -1.339 1.128
H 0.747 0.309 2.242
H 1.786 -0.777 1.289
*
```

HOMO energy (alpha / beta)	-0.2939 / -0.2939	Ha
Kohn-Sham gap (alpha / beta)	7.06 / 7.06	eV
LUMO (alpha / beta)	-0.941 / -0.939	eV
energy relative to the best compared isomer or geometry (same formula, charge and spin)	4.799	eV

=====

No. 8
A molecular structure, H4O7S2Si2, computed with ωB97M-V/def2-TZVPD.

ORCA input file:
```
! wB97M-V def2-TZVPD RIJCOSX def2/J DEFGRID3
* xyz 0 1
O 0.756 -0.914 0.243
O 1.910 1.383 0.551
O -0.531 1.854 1.140
O 0.718 0.657 -1.848
O -1.623 -0.333 2.060
O -0.474 -2.665 -1.087
O -2.703 1.022 -0.283
Si 1.576 0.248 -0.546
Si -1.749 0.768 0.872
S 0.927 1.807 1.777
S -1.157 -1.948 -2.223
H -0.248 0.730 -1.851
H -0.899 -0.813 2.497
H 0.589 -1.771 -0.270
H 2.908 -0.024 -1.031
*
```

HOMO energy (alpha / beta)	-0.3166 / -0.3166	Ha
Kohn-Sham gap (alpha / beta)	6.02 / 6.00	eV
LUMO (alpha / beta)	-2.592 / -2.615	eV
energy relative to the best compared isomer or geometry (same formula, charge and spin)	0.047	eV